1.
{
  "formula": "C48H132N8O19",
  "method": "wB97M-V/def2-TZVPD",
  "symbols": ["H", "H", "H", "H", "H", "H", "C", "H", "H", "H", "H", "H", "H", "H", "O", "H", "H", "C", "H", "H", "H", "H", "H", "H", "H", "H", "O", "H", "H", "H", "O", "C", "H", "H", "H", "H", "O", "H", "H", "H", "H", "N", "H", "O", "C", "O", "C", "H", "C", "H", "C", "C", "H", "H", "O", "H", "H", "O", "C", "H", "C", "H", "H", "H", "H", "C", "H", "H", "C", "H", "H", "H", "H", "H", "C", "N", "O", "H", "H", "H", "H", "H", "H", "H", "H", "C", "C", "H", "O", "H", "C", "H", "H", "H", "H", "H", "C", "N", "H", "H", "H", "N", "C", "H", "H", "H", "O", "H", "H", "C", "C", "H", "C", "C", "N", "H", "H", "H", "H", "C", "C", "H", "N", "C", "H", "N", "H", "H", "H", "H", "C", "C", "H", "C", "H", "H", "H", "H", "H", "H", "O", "H", "H", "C", "H", "O", "H", "H", "H", "H", "H", "C", "H", "H", "C", "H", "N", "C", "H", "H", "H", "H", "C", "O", "H", "C", "H", "H", "C", "H", "H", "C", "H", "O", "H", "C", "C", "C", "H", "H", "C", "H", "H", "H", "H", "O", "C", "O", "H", "C", "H", "C", "H", "H", "H", "O", "H", "O", "H", "C", "C", "H", "C", "C", "H", "C", "H"],
  "positions_angstrom": [[-4.67714, 8.98272, -0.64288], [-4.05957, 2.91997, 1.37830], [-1.22209, -0.69479, 0.10356], [-6.86876, 2.07817, 0.86414], [10.74373, -2.12677, 2.73926], [0.52188, 5.81766, -2.34637], [-5.15080, -5.07066, 0.50686], [-5.97436, -0.37612, -2.28637], [5.08008, -4.96172, -1.77944], [-2.71774, 7.14483, 2.96922], [0.88977, -5.36958, -3.52646], [3.51228, -0.97040, -3.06716], [3.69325, -1.23030, 1.05344], [-4.41832, 0.48136, 2.17515], [2.89963, 0.86246, -3.77329], [-5.86637, -4.37180, 0.05529], [1.68759, 1.69013, 0.35635], [-3.22587, -4.37666, -0.72225], [-2.25852, -1.31812, 3.16254], [1.20104, 0.12158, -2.89911], [-1.69015, -9.10579, 0.79256], [-0.51586, -2.81076, -2.97244], [-2.04067, -4.24061, -4.43715], [7.85352, -3.39531, 0.22476], [3.31021, -3.69555, -0.33476], [-0.29774, -7.99940, 0.65573], [0.80504, -0.64918, -0.33883], [7.19220, -4.28989, -2.46487], [-6.57417, 0.25160, 4.00851], [-1.10872, 9.07563, 4.38497], [1.65412, 5.63978, -0.65351], [0.83642, -10.14006, -0.00258], [-2.70351, -8.44830, -1.11511], [2.85302, 5.65985, 1.85016], [0.11415, -2.46030, -1.17712], [3.83291, 3.88898, 1.19422], [3.61992, 0.51725, 2.04813], [-1.07216, 5.03680, -1.99555], [-2.38464, -3.69621, -0.58435], [-0.31839, 2.88500, 3.91835], [0.50581, -3.98646, 2.28932], [-5.22284, 3.97934, -0.09676], [0.94007, -2.50719, 0.44855], [-5.72601, -0.27359, -0.27143], [-1.73763, 4.71279, -1.19084], [-0.28491, -9.61021, -0.65174], [-5.04694, 6.48263, -0.28167], [0.91124, 1.77064, 1.95612], [-3.99986, -1.23551, 1.17499], [2.32295, 7.58424, -1.01820], [-1.81315, -7.83073, -0.92735], [-0.24898, 6.74056, 1.89837], [4.13951, 2.46000, 0.15630], [1.34063, 4.91065, 1.25199], [-1.49235, -0.46812, -3.93546], [9.45131, -3.35511, -2.23239], [1.58234, 5.08350, 2.97009], [-2.27480, 3.42838, -1.39930], [-2.86201, -5.70106, -1.40737], [-2.35782, 1.03828, 0.87245], [10.13932, -2.35888, -0.45301], [0.65232, 4.00639, -4.05188], [1.08465, -1.51646, -4.47548], [-0.10948, -0.51445, 1.49580], [-0.52542, -5.79962, 0.39577], [-1.73549, -0.38157, -2.55867], [-6.94268, 0.83068, -1.52050], [0.70312, -6.19124, -1.94898], [-6.20031, 2.48628, 1.62750], [-2.31311, 0.51647, -2.32166], [-3.93584, 8.11599, -1.91590], [-4.74577, -1.85246, 1.69375], [2.18278, 3.40729, -1.60457], [-0.57261, 8.79075, 1.90402], [7.08492, -4.38969, -1.37730], [-2.38637, 7.89604, 2.35618], [2.11746, -1.62048, 3.42422], [4.03151, 0.39545, -2.13624], [-7.51287, 0.37624, 2.51257], [-3.86453, -1.06093, 3.89948], [-2.19477, -5.46920, -2.24429], [-3.75869, 0.14267, -0.52260], [5.33826, -3.22402, -1.66630], [-5.47620, -5.22785, 1.53212], [1.85187, 7.19076, 0.64778], [-0.73128, 2.06989, 4.51260], [-2.56707, 0.62209, 4.14424], [-2.52689, -6.51189, 0.44453], [-3.81367, -4.63728, 0.54392], [3.63209, -5.38957, 0.03058], [3.86895, -4.36456, 0.33187], [1.09995, -1.11315, 5.13354], [1.27051, -4.51502, -2.07430], [0.58676, -10.70472, 0.90476], [-0.16812, 1.91694, -3.12835], [0.60643, 7.43346, -0.56741], [-5.94476, 0.38672, -1.49895], [-3.60304, -0.13300, 2.05105], [4.83768, 0.10347, -3.69130], [2.52217, -2.36605, 3.87838], [1.42766, -3.23600, -4.22941], [-1.69207, 1.82033, 0.85310], [3.88814, 0.05547, -3.17022], [-0.80760, -0.29382, -1.98421], [2.99222, -0.01792, 2.54901], [-1.41725, 2.38738, 5.29744], [0.18082, -5.39061, 0.92947], [-3.90083, -3.82454, -1.39032], [2.56790, -6.79346, -3.27171], [1.77761, 1.05763, -2.95427], [1.32047, -5.50220, -2.52889], [-1.61218, 1.91670, 1.87733], [9.29190, -3.42412, -1.15256], [1.78346, 5.56725, 2.00718], [-1.03091, -4.13410, -4.46294], [-5.95366, 7.09443, -0.20522], [-4.25617, 5.34069, 1.21977], [0.10098, 1.51678, 4.95490], [5.25976, 3.89517, 0.17366], [-6.92901, 0.94469, 3.24062], [3.85382, -0.17826, 0.82294], [-5.99820, 5.32704, 1.32084], [7.90033, -3.34118, -0.78710], [-0.65717, -2.76670, -4.05775], [-7.50933, 1.67295, 3.81581], [-2.09030, -6.48798, -0.47100], [-1.66817, -1.64696, -5.57919], [0.73898, -2.71134, -5.75078], [-6.67253, 3.33592, 2.12076], [4.89395, 1.87805, 2.11074], [4.60163, 3.24826, 0.75006], [5.60240, -4.18682, -1.20966], [-4.16160, -1.42861, -0.99080], [0.89675, -2.03488, -0.53677], [1.46003, -10.76322, -0.63996], [-0.70885, -4.31317, -5.40533], [-2.93387, 8.98666, -0.71146], [7.38055, -5.41410, -1.12003], [-2.35445, 0.22472, 5.14393], [-3.15773, -1.90368, 0.95806], [5.37867, 2.66238, 1.79833], [9.80076, -4.36524, -0.88816], [4.86761, 0.00959, 0.46235], [0.79042, 1.99956, 0.89273], [0.43185, -0.50941, 3.56325], [2.63887, -6.02071, -2.70772], [-2.59325, 7.44647, 1.45616], [1.46895, -9.29874, 0.32067], [0.43871, 3.54616, -1.52473], [-2.54215, 5.45928, -1.18893], [3.24486, 0.17797, -0.01249], [1.61104, 7.02799, -0.40206], [-0.98847, 7.34599, 4.57883], [9.81550, -1.34358, -0.70543], [-4.36566, -0.70706, -0.18544], [-1.01926, -3.74529, 1.51493], [1.29050, 3.42603, -3.51969], [-4.96816, 2.83698, 0.76726], [-2.29408, -1.21359, -2.11573], [11.78751, -1.60515, 1.39729], [-0.74265, -5.15329, 2.73139], [0.44601, 8.39090, 4.14502], [-1.71201, -1.74556, -4.49350], [-3.85797, 7.20678, -0.04047], [-2.71989, -2.09757, -4.23995], [-0.98400, -8.64176, 0.09570], [-0.60873, 5.84762, 2.43779], [11.17674, -2.44871, -0.79697], [1.45882, 5.33417, -2.03145], [1.82329, -2.28194, -1.05688], [10.29345, -0.71842, 1.74818], [0.72644, -2.52793, -4.67402], [-3.39733, 1.33297, 4.22425], [1.15072, 6.83394, 1.94938], [-1.24030, -7.82414, -1.85645], [-0.61384, 8.18655, 3.98934], [-0.37109, -4.52730, 1.91793], [0.87028, -1.34983, 4.09584], [-2.13517, 2.88476, -0.59172], [-4.79621, 2.00159, 0.08992], [10.75174, -1.71060, 1.73436], [-4.43477, 3.98961, -0.74326], [0.17433, -2.18360, 3.98334], [-3.74687, -6.22978, -1.78080], [-0.38534, 1.52510, -0.73595], [5.25100, -4.13611, 0.16371], [-0.44013, 1.29175, 0.33707], [-5.81699, 1.51397, 2.58931], [3.54359, -4.15475, 1.34912], [1.31845, 3.84019, -2.11178], [-1.19575, 4.78196, -0.24318], [-3.05484, -0.58914, 3.32156], [-5.28089, 1.20511, -1.79149], [2.02789, 1.32418, -1.92293], [-5.27319, -5.97827, -0.09418], [10.04542, -2.63228, 0.92906], [0.72953, 3.08274, 0.76682], [-1.44548, 1.25601, 3.56921], [0.78587, 1.74088, -4.65971], [-0.28902, -0.23631, 0.45232], [-3.80276, 8.35135, -0.85313], [-5.04086, 6.23548, -1.35257], [0.80899, 2.03551, -3.60962], [-0.92497, 7.95801, 2.52465], [2.28394, 5.73102, -2.63153], [-5.17527, 5.24166, 0.61229], [-0.64548, 6.61345, 0.88198]],
  "lumo_ev": 0.35,
  "gap_ev": 8.787
}

=====

2.
{
  "formula": "C8H24O5",
  "method": "wB97M-V/def2-TZVPD",
  "symbols": ["H", "C", "H", "O", "H", "H", "H", "H", "H", "H", "H", "H", "H", "H", "C", "H", "H", "C", "O", "O", "H", "O", "C", "C", "H", "H", "H", "C", "H", "H", "H", "C", "H", "H", "H", "C", "O"],
  "positions_angstrom": [[-4.40370, -1.08844, 1.80140], [-1.58919, 0.97163, -0.08871], [4.25046, -0.98530, 2.54220], [3.49157, -1.48699, 2.85855], [2.73686, -0.90668, 2.63238], [2.43256, -2.59356, 0.36789], [-4.47646, 1.40558, 1.50575], [1.96368, 0.51988, -4.48723], [0.59507, -0.80301, 3.05751], [-2.57985, -1.02098, 1.57610], [2.73763, -0.22057, -3.17817], [1.13363, -0.87155, -3.76453], [-2.03190, 1.57720, 1.83350], [1.56631, 1.89291, -2.51722], [1.02784, 0.97127, -2.68218], [-0.10421, -2.39518, 0.11434], [1.94852, -2.62104, 1.85900], [-3.49552, -0.49401, 1.84425], [-0.67469, -2.55671, -0.66110], [1.03842, -0.04500, 2.64952], [-4.19844, 0.62567, -0.00608], [1.66102, -2.59736, 0.93821], [1.73175, 0.00881, -3.54561], [-0.13909, 0.69706, -2.02947], [3.16868, 2.80669, -2.04879], [-3.28754, -0.19884, 2.86515], [-0.27532, -3.40276, -0.91228], [-2.48818, 1.65439, 0.84221], [-0.54995, -0.30841, -2.06553], [-0.70364, 2.58336, -1.11861], [-1.58584, -0.10921, 0.02021], [-0.81295, 1.50143, -1.10106], [3.58070, 1.85699, -0.84050], [0.94941, -0.24582, 1.70762], [-2.72312, 2.66839, 0.54023], [-3.78166, 0.73193, 0.99679], [3.88718, 2.47823, -1.50574]],
  "spin_multiplicity": 2,
  "lumo_ev": [-4.35, -7.21],
  "charge": 1,
  "s_squared": 0.776,
  "gap_ev": [9.305, 6.831]
}

=====

3.
{
  "formula": "C19H28F3NO3",
  "method": "wB97M-V/def2-TZVPD",
  "symbols": ["H", "C", "F", "C", "H", "H", "H", "H", "H", "H", "H", "H", "C", "H", "C", "F", "C", "C", "H", "H", "C", "H", "C", "O", "C", "H", "H", "O", "H", "C", "H", "C", "H", "F", "C", "C", "C", "C", "N", "H", "C", "H", "H", "H", "C", "H", "H", "C", "H", "H", "C", "O", "H", "H"],
  "positions_angstrom": [[0.11600, -5.80876, 1.76896], [-1.20291, -4.21819, -0.90015], [2.70014, 4.42921, -2.23485], [-0.56171, -5.02410, 2.11498], [0.76747, -4.72269, -0.06720], [0.00256, 1.21377, -3.83410], [1.14626, 0.29163, -2.69731], [-2.33616, -5.82882, 0.06320], [-1.85858, 1.14606, 2.34047], [-1.59991, -5.34892, 2.02607], [-1.41760, 2.40737, 0.05303], [4.19877, 1.50024, 4.52423], [2.25284, 0.76770, 3.26052], [2.32125, 3.41171, -4.89390], [0.99261, 2.75751, 1.94204], [0.36293, 4.91311, -2.48730], [3.20453, 3.31693, 3.42018], [0.08676, 0.07032, 1.73666], [-5.52326, 1.72968, -1.02343], [-0.98041, 2.63377, -2.06580], [3.32674, 1.79194, 3.83572], [0.06883, -0.75483, 2.56328], [-1.73585, -5.64666, -0.83054], [-0.37150, -3.80407, 1.41681], [-0.18176, 1.86885, -1.69687], [-0.36676, -4.84114, 3.17433], [0.53723, 2.40283, -0.94833], [-0.84634, 0.71454, -1.05546], [-0.84810, -4.05643, -1.92444], [-1.65217, 1.26385, 0.02590], [0.48628, 3.19036, -4.61506], [-1.43027, 0.53881, 1.45532], [-2.50905, -3.31835, 0.35567], [1.96689, 5.83080, -3.93837], [-0.01054, -3.95752, 0.04578], [2.04259, 3.83560, 2.48947], [1.06939, 1.22340, 2.27876], [0.71958, 1.34857, -2.93641], [-2.30764, -3.28382, -0.64537], [-2.37891, -5.85345, -1.69163], [1.49456, 3.31472, -4.07454], [-2.06997, -0.43871, 1.41703], [2.33550, -0.33871, 3.56458], [1.90952, 4.93796, 2.15053], [-4.50733, 1.24127, -0.74755], [0.44715, -3.00654, -0.24599], [-1.97114, -2.33244, -0.78963], [1.60258, 4.65324, -3.16905], [-0.91686, -6.37205, -0.84657], [3.98966, 4.06999, 3.79622], [-3.24130, 1.17598, -0.35273], [1.87048, 2.19540, -3.22934], [0.58677, -0.41237, 0.81602], [0.15909, 3.16796, 1.27051]],
  "smiles": "C#C[C@@H](CCc1ccccc1)OCCOCC(F)(F)F.COC[C@@H](C)N",
  "lumo_ev": 0.57,
  "gap_ev": 9.120
}

=====

4.
{
  "formula": "C2H3BrClNO",
  "method": "wB97M-V/def2-TZVPD",
  "symbols": ["H", "H", "C", "Cl", "O", "Br", "H", "N", "C"],
  "positions_angstrom": [[-1.19261, 0.44059, -1.89240], [-2.11056, -1.17385, 0.57654], [1.26055, 0.39426, 0.68842], [1.75018, 1.77816, -0.33191], [0.01668, 0.00507, 0.43436], [2.59501, -1.12649, 0.13685], [1.40013, 0.64052, 1.81606], [-2.29312, -0.75529, -0.42581], [-1.42627, -0.20298, -1.00212]],
  "lumo_ev": -0.82,
  "gap_ev": 8.581,
  "relative_energy_kj_mol": 311.40
}

=====

5.
{
  "formula": "H26O13",
  "method": "wB97M-V/def2-TZVPD",
  "symbols": ["O", "H", "H", "H", "H", "H", "O", "H", "H", "O", "H", "H", "O", "H", "H", "O", "O", "H", "H", "O", "O", "H", "H", "H", "H", "H", "H", "H", "H", "H", "H", "H", "O", "O", "O", "O", "H", "O", "H"],
  "positions_angstrom": [[-1.36867, 2.81967, 1.21456], [-1.89467, 0.25567, 1.69356], [-1.35167, -0.07333, -1.68644], [0.33133, 0.68867, 0.37156], [-4.16467, -2.82033, 1.39656], [-2.92767, -3.12633, -1.19944], [-3.31567, -2.45933, 1.62256], [2.70533, -2.17533, 0.44856], [3.76033, 1.16367, -0.57044], [1.40633, -0.49633, -2.06644], [1.93733, -0.49933, -2.84244], [-1.55867, -2.55633, -1.31944], [3.41633, 0.25767, -0.35544], [1.19633, 3.50967, 0.01456], [-2.16067, -0.33233, 3.04656], [-2.39467, -2.34933, -0.92744], [-0.33367, -2.35333, 1.34856], [1.58533, 0.82567, 2.03956], [0.03633, -1.87033, 2.07656], [2.02333, -2.46333, -0.15844], [1.39733, 2.25867, -1.56544], [1.43233, 2.14567, -2.50644], [0.39933, 4.70567, -0.25444], [1.45833, -1.41933, -1.80444], [-1.19867, -2.63533, 1.58756], [-0.66067, -0.34333, -2.97744], [2.69133, -0.03533, -0.93444], [-2.86867, -2.22633, 0.80856], [1.30533, 1.37167, -1.35244], [2.40733, 1.17067, 0.90356], [-1.21367, 2.16967, 0.55256], [-0.93267, 3.66967, 0.86456], [1.59133, 1.41767, 1.29056], [-1.50867, -0.13633, -2.62644], [-0.48967, 0.21967, 0.10656], [0.83333, 4.28267, 0.49556], [1.18233, -2.32933, 0.28556], [-2.40867, 0.42267, 2.47456], [-0.34467, -0.65433, 0.50456]],
  "lumo_ev": -0.37,
  "gap_ev": 9.245,
  "relative_energy_kj_mol": 225.51
}

=====

6.
{
  "formula": "CH6N2S",
  "method": "wB97M-V/def2-TZVPD",
  "symbols": ["H", "H", "H", "N", "H", "H", "N", "H", "S", "C"],
  "positions_angstrom": [[1.21376, 1.49267, 0.12984], [-3.16297, 1.23232, -0.57570], [1.30875, -1.42499, 1.44978], [-0.12043, -0.02784, 0.79188], [-0.50513, 1.92178, 0.42640], [-0.12470, -2.03899, 0.53481], [0.25390, 1.17048, 0.30679], [1.24209, -1.35867, -0.38107], [-2.34268, 0.19386, -0.93435], [0.63080, -1.21079, 0.59166]],
  "lumo_ev": [0.61, -1.55],
  "gap_ev": [9.670, 6.066],
  "relative_energy_kj_mol": 374.22
}

=====

E
In order: -102728.3928 -18913.8462 -35930.6888 -88221.8581 -27039.6098 -14945.7087
Unit: eV